{
  "formula": "C19H20NO5",
  "method": "ωB97M-V with the def2-TZVPD basis set",
  "elements": ["H", "H", "O", "C", "C", "H", "O", "H", "H", "O", "C", "H", "H", "H", "C", "C", "C", "H", "H", "H", "C", "H", "C", "C", "C", "C", "C", "H", "C", "C", "H", "C", "H", "O", "N", "O", "C", "H", "H", "C", "H", "H", "C", "H", "C"],
  "xyz": [[4.222, -1.535, 7.587], [3.641, -3.746, 6.548], [-0.635, -4.427, 1.539], [1.534, -3.379, 6.575], [-1.274, -3.975, 5.835], [2.508, -1.037, 1.938], [1.827, 3.399, 2.116], [3.277, 1.342, 2.016], [-4.882, -5.589, 3.800], [-2.630, -3.988, 5.617], [2.223, 1.080, 2.007], [-1.583, 0.315, 1.956], [0.316, 4.498, 3.072], [-4.985, -5.555, 5.569], [-4.563, -5.049, 4.695], [-1.348, -2.307, 1.742], [0.404, -0.543, 1.943], [-0.009, -0.595, 7.859], [-2.199, -1.625, 1.744], [0.738, -2.681, 1.896], [1.789, -0.222, 1.964], [1.616, 5.395, 2.219], [3.178, -1.804, 7.416], [0.457, -2.479, 6.886], [-0.096, 1.855, 2.028], [-0.040, -1.913, 1.878], [0.811, -1.255, 7.560], [1.268, -4.322, 6.101], [2.857, -3.039, 6.825], [0.947, 4.535, 2.172], [2.384, 0.013, 8.290], [-3.056, -5.083, 4.787], [-0.837, 2.652, 2.054], [-0.570, -4.919, 5.457], [-1.635, -3.661, 1.587], [-2.817, -4.104, 1.512], [2.142, -0.932, 7.798], [-2.701, -6.036, 5.205], [-4.927, -4.017, 4.635], [1.292, 2.148, 2.050], [-2.632, -4.979, 3.776], [0.325, 4.592, 1.266], [-0.516, 0.535, 1.974], [-1.658, -2.082, 6.768], [-0.861, -2.769, 6.518]],
  "lowdin_charge": [0.07, 0.08, 0.02, -0.05, -0.53, 0.12, -0.09, 0.12, 0.07, -0.06, 0.00, 0.11, 0.10, 0.07, -0.09, -0.02, -0.21, 0.09, 0.12, 0.13, -0.01, 0.09, -0.17, -0.26, -0.01, 0.04, -0.08, 0.08, -0.14, -0.07, 0.08, -0.26, 0.10, -0.02, -0.37, 0.02, -0.16, 0.12, 0.07, -0.26, 0.09, 0.09, -0.01, 0.07, -0.06],
  "orbital_gap_ev": 3.5,
  "homo_ev": -2.24,
  "e_tot_ha": -1166.86756,
  "de_lowest_ev": 0.000,
  "charge": -1,
  "lumo_energy_ha": 0.048
}

{
  "formula": "C4H6Cl2N3",
  "method": "ωB97M-V with the def2-TZVPD basis set",
  "elements": ["N", "C", "N", "Cl", "H", "C", "H", "H", "H", "C", "H", "C", "Cl", "H", "N"],
  "xyz": [[0.704, -0.980, -1.498], [-0.826, 0.742, 0.169], [0.190, 1.170, -0.736], [-1.823, 2.207, 0.520], [-0.383, -0.202, 3.305], [1.011, -2.156, -1.239], [0.556, -3.153, -1.650], [-1.688, 0.093, -0.144], [-1.081, 1.318, 2.527], [-0.339, -0.084, 1.327], [1.248, 0.677, -2.476], [0.693, 0.332, -1.592], [2.192, -2.474, -0.048], [0.145, 2.147, -0.971], [-0.597, 0.363, 2.506]],
  "lowdin_charge": [0.07, -0.69, 0.06, 0.66, 0.11, -0.53, 0.15, 0.12, 0.09, -0.11, 0.18, -0.08, 0.73, 0.14, 0.09],
  "orbital_gap_ev": 8.2,
  "homo_ev": -12.66,
  "e_tot_ha": -1240.31257,
  "de_lowest_ev": 3.186,
  "charge": 1,
  "lumo_energy_ha": -0.162
}

{
  "formula": "C13H12O4",
  "method": "ωB97M-V with the def2-TZVPD basis set",
  "elements": ["O", "C", "C", "H", "O", "C", "H", "O", "C", "O", "H", "H", "H", "H", "C", "C", "C", "C", "H", "C", "H", "H", "H", "C", "H", "C", "C", "C", "H"],
  "xyz": [[2.677, -1.289, -0.091], [3.688, -0.397, -0.350], [1.059, 0.470, 0.235], [-1.556, -2.302, 0.956], [-2.485, 0.156, 1.127], [-1.197, -0.196, 0.771], [2.649, 3.502, -0.180], [4.781, -0.834, -0.599], [-0.822, -1.541, 0.738], [-4.611, 0.410, 0.636], [-4.765, 0.888, -2.090], [-0.582, 1.827, 0.575], [4.149, 1.692, -0.498], [-2.367, 0.413, -1.524], [1.764, 2.907, 0.025], [1.423, -0.887, 0.191], [-0.269, 0.796, 0.527], [-3.517, 0.130, 0.247], [-5.183, -0.782, -1.732], [-4.388, -0.131, -2.088], [0.795, -2.912, 0.418], [-4.127, -0.415, -3.104], [1.001, 3.149, -0.713], [3.336, 1.011, -0.298], [1.381, 3.176, 1.008], [2.090, 1.452, -0.022], [-3.172, -0.243, -1.179], [0.478, -1.882, 0.448], [-2.784, -1.265, -1.184]],
  "lowdin_charge": [0.13, -0.44, -0.09, 0.13, 0.08, -0.27, 0.08, 0.12, 0.01, 0.14, 0.08, 0.13, 0.13, 0.13, -0.03, -0.18, 0.07, -0.47, 0.08, -0.09, 0.13, 0.07, 0.09, 0.07, 0.09, -0.20, -0.15, 0.03, 0.12],
  "orbital_gap_ev": 8.8,
  "homo_ev": -9.07,
  "e_tot_ha": -803.56787,
  "de_lowest_ev": 0.063,
  "charge": 0,
  "lumo_energy_ha": -0.012
}

{
  "formula": "C4H6N2O",
  "method": "ωB97M-V with the def2-TZVPD basis set",
  "elements": ["C", "N", "H", "N", "O", "H", "H", "H", "C", "H", "H", "C", "C"],
  "xyz": [[1.501, 0.174, 0.217], [0.849, -0.763, -0.704], [-1.919, -0.806, 1.025], [-1.157, -0.544, 0.424], [-0.091, -2.584, 0.480], [2.135, 0.960, -0.098], [-1.684, 0.994, -0.954], [0.678, 1.173, -1.571], [-0.156, -1.437, 0.119], [-1.054, 1.572, 0.612], [1.402, -0.048, 1.274], [0.390, 0.623, -0.674], [-0.991, 0.771, -0.137]],
  "lowdin_charge": [-0.07, 0.07, 0.15, 0.09, 0.09, 0.10, 0.12, 0.15, -0.52, 0.13, 0.13, -0.27, -0.15],
  "orbital_gap_ev": 10.3,
  "homo_ev": -9.48,
  "e_tot_ha": -340.71612,
  "de_lowest_ev": 2.144,
  "charge": 0,
  "lumo_energy_ha": 0.030
}

{
  "formula": "C7H9N",
  "method": "ωB97M-V with the def2-TZVPD basis set",
  "elements": ["H", "H", "H", "C", "H", "H", "C", "N", "C", "H", "H", "C", "C", "C", "H", "H", "C"],
  "xyz": [[-0.837, 0.818, -2.159], [-2.507, 1.082, -0.701], [-1.943, 2.713, -1.530], [-1.646, 1.833, -0.806], [-1.624, 2.483, 0.221], [-1.773, -0.159, 0.653], [1.462, -0.059, -0.588], [-0.451, 1.153, -1.246], [-0.633, -0.502, 0.523], [3.144, -1.127, 0.268], [1.977, 0.161, -1.322], [1.397, -1.736, 1.273], [2.077, -1.015, 0.321], [0.000, -1.426, 1.345], [-0.531, -2.129, 2.129], [1.766, -2.297, 1.972], [0.121, 0.208, -0.355]],
  "lowdin_charge": [0.14, 0.07, 0.10, -0.20, 0.12, 0.14, 0.03, -0.09, -0.06, 0.09, 0.02, -0.08, -0.05, -0.08, 0.13, 0.04, -0.32],
  "orbital_gap_ev": 9.6,
  "homo_ev": -8.56,
  "e_tot_ha": -326.78604,
  "de_lowest_ev": 2.855,
  "charge": 0,
  "lumo_energy_ha": 0.037
}

{
  "formula": "C4H5NO",
  "method": "ωB97M-V with the def2-TZVPD basis set",
  "elements": ["C", "C", "C", "H", "H", "N", "H", "H", "H", "C", "O"],
  "xyz": [[-1.668, 0.964, 0.355], [1.090, -0.989, -0.416], [0.623, 0.402, -0.326], [1.473, 1.066, -0.123], [1.823, -3.137, -0.531], [-0.404, 0.581, 0.685], [-2.341, 0.982, 1.233], [-0.220, 0.265, 1.625], [0.172, 0.717, -1.273], [1.482, -2.126, -0.468], [-2.030, 1.275, -0.761]],
  "lowdin_charge": [-0.36, -0.12, -0.20, 0.12, 0.03, 0.01, 0.13, 0.13, 0.12, 0.11, 0.02],
  "orbital_gap_ev": 10.9,
  "homo_ev": -10.01,
  "e_tot_ha": -285.35145,
  "de_lowest_ev": 1.718,
  "charge": 0,
  "lumo_energy_ha": 0.031
}